{"formula": "C48H46IrN3O3P2S3", "method": "ωB97M-V/def2-TZVPD", "homo_lumo_gap_ev": [8.16, 4.36], "charge": 3, "s_squared": 8.78, "homo_energy_ev": [-15.263, -15.397], "spin_multiplicity": 6, "species": ["Ir", "O", "P", "C", "P", "O", "C", "C", "C", "C", "C", "C", "C", "C", "C", "C", "C", "C", "C", "C", "C", "C", "C", "C", "C", "C", "C", "C", "C", "C", "H", "H", "H", "H", "H", "H", "H", "H", "H", "H", "H", "H", "H", "H", "H", "H", "H", "H", "H", "H", "H", "H", "N", "C", "C", "C", "N", "C", "C", "H", "H", "H", "H", "H", "H", "C", "C", "C", "C", "C", "N", "H", "H", "H", "H", "H", "H", "H", "H", "H", "O", "C", "C", "C", "C", "C", "S", "C", "C", "C", "C", "S", "C", "C", "C", "C", "S", "H", "H", "H", "H", "H", "H", "H", "H", "H"], "coordinates": [[-0.63, -0.55, 0.69], [1.67, -0.09, 0.37], [2.48, 1.24, 0.53], [1.42, 2.64, 0.25], [-0.12, 2.39, -0.62], [-0.98, 1.40, 0.28], [0.09, 1.69, -2.26], [0.92, 2.28, -3.20], [0.78, 2.00, -4.54], [-0.26, 1.15, -4.98], [-1.07, 0.54, -4.04], [-0.93, 0.83, -2.71], [-1.09, 3.91, -0.74], [-2.00, 4.03, -1.81], [-2.79, 5.14, -1.86], [-2.80, 6.04, -0.74], [-1.87, 5.93, 0.22], [-0.94, 4.87, 0.22], [3.72, 1.47, -0.70], [4.59, 2.54, -0.50], [5.60, 2.88, -1.40], [5.64, 2.17, -2.58], [4.89, 1.02, -2.77], [3.92, 0.61, -1.82], [3.21, 1.48, 2.11], [4.43, 0.78, 2.28], [4.96, 0.85, 3.53], [4.34, 1.51, 4.55], [3.21, 2.25, 4.38], [2.60, 2.28, 3.17], [1.95, 3.39, -0.34], [1.06, 2.98, 1.19], [1.67, 2.99, -2.93], [1.34, 2.51, -5.30], [-0.48, 0.89, -5.99], [-1.92, -0.06, -4.32], [-1.71, 0.51, -2.05], [-1.84, 3.45, -2.67], [-3.69, 5.16, -2.52], [-3.57, 6.86, -0.66], [-1.73, 6.78, 0.96], [-0.24, 4.85, 1.08], [4.47, 3.12, 0.40], [6.34, 3.71, -1.21], [6.31, 2.51, -3.42], [4.95, 0.59, -3.73], [3.43, -0.31, -2.03], [4.79, 0.26, 1.43], [5.86, 0.34, 3.81], [4.91, 1.56, 5.51], [2.84, 2.85, 5.20], [1.67, 2.86, 3.05], [-0.07, -1.06, 6.93], [-0.25, -0.97, 5.57], [0.84, -1.08, 4.71], [0.59, -0.86, 3.35], [-0.61, -0.56, 2.87], [-1.69, -0.42, 3.69], [-1.56, -0.66, 5.07], [0.78, -1.37, 7.32], [-0.94, -1.25, 7.38], [1.88, -1.24, 5.02], [1.34, -0.99, 2.58], [-2.62, -0.11, 3.22], [-2.42, -0.41, 5.69], [-6.04, 1.06, 0.47], [-5.48, -0.31, -0.14], [-6.07, -1.56, 0.43], [-5.59, -0.21, -1.63], [-4.04, -0.46, 0.16], [-2.94, -0.56, 0.50], [-6.95, 1.32, -0.01], [-5.23, 1.83, 0.30], [-6.22, 0.85, 1.55], [-7.20, -1.45, 0.30], [-5.91, -1.56, 1.56], [-5.60, -2.47, 0.11], [-6.62, -0.28, -1.80], [-5.04, -1.05, -2.15], [-5.26, 0.75, -1.94], [-0.29, -2.33, 0.27], [0.18, -3.36, -0.67], [1.16, -3.01, -1.67], [0.94, -2.56, -2.92], [2.16, -2.22, -3.69], [3.26, -2.40, -2.97], [2.94, -3.15, -1.49], [-1.12, -3.85, -1.34], [-1.32, -4.48, -2.59], [-2.73, -4.88, -2.74], [-3.53, -4.70, -1.59], [-2.67, -3.88, -0.35], [0.82, -4.40, 0.28], [1.69, -5.42, 0.00], [1.97, -6.27, 1.11], [1.27, -5.85, 2.26], [0.32, -4.47, 1.93], [0.02, -2.24, -3.32], [2.16, -1.81, -4.70], [4.31, -2.25, -3.23], [-0.47, -4.81, -3.20], [-3.04, -5.58, -3.50], [-4.52, -4.95, -1.23], [2.09, -5.63, -0.97], [2.63, -7.08, 1.21], [1.32, -6.42, 3.25]], "lowdin_spin": [2.832, 0.108, 0.014, 0.000, 0.025, 0.184, 0.006, 0.000, 0.003, 0.000, 0.002, 0.009, 0.004, 0.002, 0.000, 0.002, 0.000, 0.002, 0.005, 0.001, 0.000, 0.000, 0.000, 0.000, 0.000, 0.001, 0.000, 0.001, 0.000, 0.000, 0.000, 0.000, 0.000, 0.000, 0.000, 0.000, 0.004, 0.000, 0.000, 0.000, 0.000, 0.000, 0.000, 0.000, 0.000, 0.000, 0.000, 0.000, 0.000, 0.000, 0.000, 0.000, 0.007, 0.005, 0.004, 0.017, 0.145, 0.015, 0.008, 0.000, 0.000, 0.001, 0.002, 0.001, 0.001, 0.000, 0.001, 0.000, 0.000, 0.010, 0.098, 0.000, 0.000, 0.000, 0.000, 0.000, 0.000, 0.000, 0.000, 0.000, 0.402, 0.054, 0.007, 0.004, 0.002, 0.004, 0.011, 0.082, 0.033, 0.024, 0.067, 0.017, 0.263, 0.078, 0.112, 0.288, 0.019, 0.001, 0.000, 0.000, 0.000, 0.000, 0.002, -0.001, 0.003, 0.008]}

---

{"formula": "C48H46N6O3PPb", "method": "ωB97M-V/def2-TZVPD", "homo_lumo_gap_ev": 6.13, "charge": -1, "homo_energy_ev": -3.849, "spin_multiplicity": 1, "species": ["Pb", "C", "O", "C", "C", "C", "C", "C", "C", "N", "N", "C", "C", "C", "C", "O", "C", "N", "C", "C", "C", "C", "H", "H", "H", "H", "H", "H", "H", "H", "H", "H", "H", "H", "C", "P", "C", "C", "C", "C", "C", "C", "C", "C", "C", "C", "C", "C", "H", "H", "H", "H", "H", "H", "H", "H", "H", "H", "H", "H", "H", "C", "C", "C", "C", "C", "C", "C", "C", "N", "H", "H", "H", "H", "H", "H", "H", "H", "H", "C", "N", "N", "C", "O", "C", "C", "C", "C", "C", "C", "C", "C", "C", "H", "H", "H", "H", "H", "H", "H", "H", "H", "H", "H", "H"], "coordinates": [[-0.54, 0.08, 1.09], [5.99, -5.92, 0.38], [5.08, -5.60, 1.44], [5.23, -4.46, 2.10], [4.21, -4.01, 2.96], [4.44, -3.01, 3.92], [5.72, -2.39, 3.97], [6.71, -2.76, 3.07], [6.43, -3.75, 2.12], [6.10, -1.50, 4.96], [5.41, -0.48, 5.20], [4.26, -0.08, 4.53], [3.33, 0.42, 5.42], [2.02, 0.72, 5.05], [1.56, 0.66, 3.73], [0.35, 0.87, 3.39], [2.63, 0.27, 2.76], [2.34, 0.40, 1.43], [3.24, 0.18, 0.47], [4.52, -0.12, 0.77], [4.93, -0.32, 2.09], [3.99, -0.03, 3.13], [5.39, -6.60, -0.23], [6.88, -6.33, 0.76], [6.23, -5.05, -0.23], [3.23, -4.55, 2.98], [3.66, -2.67, 4.57], [7.65, -2.26, 3.16], [7.22, -4.16, 1.45], [3.66, 0.47, 6.46], [1.31, 1.07, 5.82], [2.90, 0.28, -0.54], [5.23, -0.23, 0.00], [5.95, -0.44, 2.32], [-6.62, -3.45, 1.89], [-4.90, -3.64, 1.16], [-4.98, -2.36, -0.14], [-5.94, -2.44, -1.13], [-5.88, -1.53, -2.19], [-4.84, -0.59, -2.25], [-3.80, -0.62, -1.33], [-3.92, -1.49, -0.29], [-3.91, -2.70, 2.37], [-2.68, -3.22, 2.76], [-1.81, -2.40, 3.52], [-2.20, -1.15, 4.03], [-3.43, -0.69, 3.61], [-4.29, -1.41, 2.79], [-6.90, -2.41, 2.00], [-6.57, -3.94, 2.83], [-7.34, -4.00, 1.29], [-6.79, -3.14, -1.07], [-6.67, -1.54, -2.91], [-4.81, 0.04, -3.10], [-2.93, 0.00, -1.46], [-3.09, -1.52, 0.40], [-2.44, -4.22, 2.51], [-0.79, -2.73, 3.72], [-1.50, -0.56, 4.58], [-3.76, 0.29, 3.93], [-5.23, -0.95, 2.48], [-4.24, 2.39, -0.42], [-3.13, 3.40, -0.15], [-3.37, 4.77, -0.21], [-2.39, 5.71, 0.01], [-1.12, 5.27, 0.48], [-0.84, 3.93, 0.57], [0.44, 3.57, 1.19], [-1.79, 2.93, 0.20], [-1.56, 1.59, 0.18], [-5.19, 2.91, -0.56], [-4.33, 1.60, 0.30], [-4.03, 1.81, -1.33], [-4.33, 5.13, -0.51], [-2.59, 6.75, -0.08], [-0.35, 5.97, 0.75], [1.21, 4.33, 1.25], [0.91, 2.67, 0.68], [0.23, 3.24, 2.26], [-1.75, 2.08, -4.87], [-0.48, 2.58, -4.32], [0.41, 1.51, -4.10], [1.02, 1.64, -2.86], [1.85, 0.88, -2.42], [0.46, 2.82, -2.27], [-0.49, 3.27, -3.14], [-1.43, 4.41, -3.00], [1.01, 0.97, -5.26], [0.91, 1.59, -6.53], [1.47, 1.07, -7.69], [2.10, -0.16, -7.63], [2.23, -0.78, -6.37], [1.63, -0.29, -5.20], [-1.52, 1.59, -5.79], [-2.36, 2.95, -5.07], [-2.25, 1.38, -4.14], [0.70, 3.18, -1.27], [-1.30, 4.75, -1.98], [-2.46, 4.12, -3.18], [-1.18, 5.18, -3.75], [0.51, 2.59, -6.53], [1.23, 1.58, -8.62], [2.52, -0.63, -8.54], [2.66, -1.75, -6.28], [1.75, -0.82, -4.29]], "mulliken_charge": [0.541, -0.965, -0.454, 0.892, -0.857, 0.000, -0.083, -0.513, -0.156, -0.735, -0.420, -0.139, -0.255, -1.015, 0.779, -0.583, 0.193, -0.026, -0.725, -1.145, -0.627, 0.625, 0.261, 0.381, 0.396, 0.340, 0.452, 0.467, 0.279, 0.376, 0.372, 0.798, 0.556, 0.765, -1.261, -0.105, 0.340, -0.468, -0.888, -0.111, -0.446, 0.072, 0.389, -0.568, -0.312, -0.706, -0.281, 0.022, 0.347, 0.416, 0.403, 0.188, 0.379, 0.443, 0.642, -0.252, 0.380, 0.403, 0.426, 0.332, 0.106, -0.806, 1.144, -0.666, -1.029, -0.760, 0.788, -1.247, 0.751, -0.742, 0.411, 0.116, -0.190, 0.335, 0.380, 0.379, 0.428, -0.078, 0.241, -1.137, -0.101, 0.554, 0.171, -0.737, -0.314, 0.411, -1.261, 0.219, -0.026, -0.727, -0.338, -0.571, -0.524, 0.476, 0.466, 0.186, 0.386, 0.013, 0.468, 0.398, 0.363, 0.341, 0.337, 0.348, 0.478]}

---

Energy relative to the best compared isomer or geometry (same formula, charge and spin) (computed, eV): 1.561; 0.910
Strongest force on any atom (computed, eV/A): 3.53; 2.86